No. 1
C7H11FNO | ωB97M-V/def2-TZVPD

Last column: Mulliken charge in e.
Atoms and positions in Å:
1 C 1.750197 0.685118 0.950961  -0.721
2 C 2.857874 -0.129181 0.822852  -0.356
3 C 1.763079 -0.579614 -0.929388  -0.465
4 C 0.982917 0.355830 -0.274659  0.297
5 C -1.070624 1.950911 -0.670448  -1.257
6 C -1.182703 -0.624627 0.885492  -0.860
7 C -0.424879 0.548624 -0.599127  0.991
8 N -1.824663 -1.685167 0.122429  -0.195
9 O 2.897250 -0.871091 -0.268421  -0.313
10 F -0.805093 -0.216646 -1.712735  -0.392
11 H 1.464564 1.461655 1.617267  0.459
12 H 3.751335 -0.179919 1.390581  0.478
13 H 1.671538 -0.892668 -1.991605  0.402
14 H -0.712981 2.630643 0.107990  0.347
15 H -2.088765 1.886106 -0.307119  0.389
16 H -1.078911 2.254486 -1.707406  0.361
17 H -1.793293 -0.047435 1.671146  0.369
18 H -0.218412 -0.921273 1.370637  0.383
19 H -2.232418 -2.375903 0.689517  0.320
20 H -1.120698 -1.907480 -0.673532  0.395
21 H -2.585307 -1.342367 -0.494434  0.367

Cartesian forces, eV/Å:
-0.04 -1.67 -2.56
-0.26 1.99 1.78
-1.23 0.56 -1.79
2.06 -1.30 0.21
-0.38 -1.64 1.21
1.73 3.82 -0.06
-1.75 -0.69 2.35
0.85 1.76 -3.10
-0.85 0.24 -0.87
0.22 0.56 0.49
0.27 0.14 0.76
0.41 -0.05 0.68
0.11 -0.23 1.22
0.93 0.08 -0.71
-0.61 -0.36 -0.52
0.32 0.59 -0.02
0.36 -1.14 -1.65
-1.14 -0.30 -0.63
-0.08 -1.96 0.67
-1.02 -0.69 1.81
0.09 0.31 0.71

## Properties
LUMO level (eV): -3.44
Net charge: +1
Gap between HOMO and LUMO (hartree): 0.3305
ΔE to the lowest compared entry with this formula, charge and spin (eV): 0.900
HOMO energy (eV): -12.43

No. 2
C3H7O2S | ωB97M-V/def2-TZVPD

Last column: Mulliken charge in e.
Atoms and positions in Å:
1 O 0.058558 -2.262677 -0.960926  -0.551
2 C -0.472435 -1.399912 -0.300146  0.011
3 C 0.049280 -0.908808 1.025290  -0.398
4 C 0.428740 0.582591 0.997362  -0.865
5 S -1.057209 1.649980 0.849970  -0.632
6 H -1.396930 -0.895900 -0.626821  0.369
7 H 0.925989 -1.549875 1.227267  0.294
8 H -0.750032 -1.008488 1.762187  0.285
9 H 1.200882 0.757574 0.255174  0.357
10 H 0.900525 0.770182 1.965568  0.241
11 H -0.373118 1.597094 -1.391023  0.246
12 H 0.536852 0.960235 -2.487533  0.299
13 O -0.051096 1.708007 -2.316371  -0.657

Cartesian forces, eV/Å:
0.05 -0.13 -0.19
-0.20 0.44 0.57
0.53 -0.39 -0.70
-0.59 -0.12 0.80
0.39 -0.12 -0.34
-0.01 -0.02 -0.22
-0.29 0.16 0.32
0.09 -0.17 0.10
0.05 0.13 -0.39
0.09 0.11 -0.02
-0.10 0.23 0.01
-0.23 0.17 0.17
0.22 -0.28 -0.12

## Properties
LUMO level (eV): 3.96
Net charge: -1
Gap between HOMO and LUMO (hartree): 0.2571
ΔE to the lowest compared entry with this formula, charge and spin (eV): 0.838
HOMO energy (eV): -3.04

No. 3
C29H36CuN8 | ωB97M-V/def2-TZVPD

Last column: Mulliken spin population.
Atoms and positions in Å:
1 Cu 0.236658 0.058764 -0.730484  0.010
2 N 1.318126 5.114863 -2.221983  -0.001
3 N -0.589890 -0.816671 -3.255814  -0.001
4 C -0.496332 0.474803 2.021032  0.183
5 C -1.381624 1.429007 1.479196  0.273
6 C -0.733287 2.711335 1.531515  -0.389
7 C -1.313958 3.912928 1.170194  0.770
8 H -2.277652 3.934057 0.675661  0.014
9 H -0.413978 4.565812 -0.503772  -0.026
10 H -0.883898 4.852707 1.503763  -0.047
11 C 0.627084 2.482121 1.966389  0.164
12 C 1.676642 3.513179 1.938871  -0.022
13 H 1.476108 4.334327 2.641259  0.017
14 H 1.742491 3.953012 0.929342  0.001
15 H 2.651565 3.074766 2.193152  0.001
16 C 0.743113 1.138224 2.341145  -0.010
17 C 1.850304 0.552446 3.135557  0.006
18 H 2.815668 0.997295 2.857731  0.007
19 H 1.895455 -0.533537 2.992700  -0.003
20 H 1.701690 0.744395 4.211954  0.001
21 C -2.790661 1.253555 1.104098  0.023
22 H -3.400548 1.610148 1.947890  -0.011
23 H -3.051380 0.205493 0.913774  0.019
24 H -3.069248 1.851229 0.224421  0.015
25 C -0.911822 -0.855432 2.517256  -0.063
26 H -0.070512 -1.553937 2.595646  0.006
27 H -1.673141 -1.300140 1.865726  -0.005
28 H -1.353976 -0.745292 3.522209  0.020
29 C 2.242713 5.284207 -3.148085  0.001
30 H 2.641443 6.280648 -3.320448  0.000
31 C 2.726180 4.260766 -3.975933  -0.002
32 H 3.504056 4.478699 -4.699338  0.000
33 C 2.160885 2.999649 -3.840324  0.000
34 H 2.476836 2.151724 -4.454603  -0.001
35 C 1.153673 2.767630 -2.898978  -0.010
36 H 0.803470 1.760127 -2.626147  0.004
37 C 0.706761 3.868073 -2.087499  0.051
38 C -0.290893 3.704573 -1.131661  -0.020
39 H -0.781705 2.716526 -0.969874  0.024
40 C -0.461110 -1.184406 -1.966650  -0.001
41 C -1.830549 -1.274886 -3.656499  -0.001
42 H -2.332591 -0.936222 -4.558631  0.000
43 C -2.292899 -2.182398 -2.749118  0.000
44 H -3.073770 -2.919398 -2.761932  0.000
45 N -1.460279 -2.101158 -1.631365  -0.001
46 C -1.567179 -2.797428 -0.401355  0.006
47 C -2.853971 -3.155513 0.043745  -0.001
48 C -2.954643 -4.180024 0.989409  0.000
49 H -3.956275 -4.501753 1.284614  0.000
50 C -1.826703 -4.784678 1.554383  0.000
51 C -1.990588 -5.895294 2.543501  0.000
52 H -1.213301 -5.875115 3.306281  0.000
53 H -1.951786 -6.879219 2.067415  0.000
54 H -2.956631 -5.818624 3.041568  0.000
55 C -0.569799 -4.335925 1.155926  -0.001
56 H 0.337285 -4.766417 1.573185  0.000
57 C -0.407232 -3.361566 0.164625  -0.001
58 C 0.954199 -3.016018 -0.344607  -0.007
59 H 1.143505 -3.329589 -1.389107  0.001
60 H 1.696373 -3.519258 0.304071  0.001
61 H 1.172251 -1.930442 -0.284174  0.000
62 C -4.101527 -2.477308 -0.427854  0.001
63 H -4.308566 -2.562292 -1.499136  0.000
64 H -4.122815 -1.409444 -0.167830  -0.001
65 H -4.941841 -2.980883 0.071115  0.000
66 N 4.935893 -1.179475 -0.284296  0.000
67 N 3.943379 -0.281257 -0.623692  0.000
68 N 4.236811 1.053182 -0.680580  0.000
69 C 3.019235 1.586238 -0.569998  -0.002
70 N 2.046542 0.654299 -0.402225  0.006
71 N 2.693494 -0.538596 -0.276189  0.002
72 H 5.812446 -0.887936 -0.697881  0.000
73 H 4.645639 -2.122124 -0.532118  0.000
74 H 2.870588 2.658847 -0.610139  0.001

Cartesian forces, eV/Å:
-0.53 0.65 0.67
0.23 0.73 -0.33
-1.27 0.96 1.09
0.52 0.62 -0.46
1.41 0.21 -0.11
0.37 -0.78 -0.02
-0.80 0.25 1.74
0.06 0.15 0.09
-0.32 -0.12 -0.12
0.03 -0.01 -0.34
-1.14 -0.68 0.49
0.46 0.34 -0.08
0.12 0.06 -0.02
0.02 0.06 0.23
-0.04 0.20 0.00
-0.88 0.48 -0.32
0.15 -0.15 -0.04
0.00 -0.19 0.07
0.21 0.05 0.06
0.14 -0.12 -0.07
-0.70 -0.02 0.17
-0.40 -0.05 -0.15
0.04 0.13 0.00
0.04 -0.17 0.12
-0.16 -0.33 0.21
-0.15 -0.04 -0.02
0.12 -0.08 0.20
-0.01 -0.26 0.02
-0.34 -1.18 -0.06
0.05 0.24 0.37
0.40 1.04 -0.40
-0.03 -0.05 -0.07
-1.45 -1.57 1.05
0.13 0.22 0.10
1.54 0.04 -0.84
-0.03 0.46 -0.67
-1.07 -0.46 1.04
1.34 -0.27 -2.06
0.48 1.08 -0.16
-0.04 0.10 -0.61
0.59 -1.24 -0.13
0.37 -0.37 -0.08
-0.46 -0.14 0.52
-0.11 0.18 -0.35
0.32 0.88 -0.94
-0.27 -0.76 -1.01
0.72 -0.34 0.27
0.25 0.22 0.05
0.25 0.06 0.08
-0.18 0.43 -0.36
-0.04 -0.21 0.17
0.05 0.03 0.05
0.03 0.00 -0.06
-0.03 -0.02 0.08
-0.08 0.37 -0.26
-0.13 -0.07 0.09
-0.70 -0.27 -0.16
0.95 0.03 0.60
-0.32 0.22 0.38
-0.16 0.04 -0.23
-0.35 -1.25 -0.09
-0.93 -0.19 0.03
0.14 0.14 0.43
0.11 -0.28 -0.10
0.05 0.33 0.04
0.36 -0.49 0.41
-0.86 1.95 1.62
-0.87 -1.43 -0.28
0.19 -0.39 -0.29
2.47 -1.16 1.03
0.63 2.17 -1.63
-0.25 -0.06 -0.23
0.09 0.35 -0.24
-0.33 -0.27 -0.14

## Properties
LUMO level (spin up / spin down) (eV): 4.19 / 4.19
Spin multiplicity: 2
Net charge: -2
Gap between HOMO and LUMO (spin up / spin down) (hartree): 0.1074 / 0.1252
HOMO energy (spin up / spin down) (eV): 1.27 / 0.78
<S²>: 0.7687

No. 4
C2H3Cl2NO2 | ωB97M-V/def2-TZVPD

Last column: Mulliken charge in e.
Atoms and positions in Å:
1 O 0.181935 0.531596 -1.837402  -0.245
2 N 0.762543 -0.489947 -1.156953  -0.261
3 C 1.289990 -0.169440 -0.097949  0.379
4 Cl 2.113323 -1.481766 0.777799  -0.126
5 Cl 1.409167 1.349293 0.709560  -0.107
6 H -0.028348 1.212324 -1.185702  0.295
7 C -1.438079 -0.279020 0.715826  -0.077
8 O -1.098835 -0.625248 1.815181  -0.394
9 H -1.648937 0.795997 0.485998  0.224
10 H -1.542762 -0.843788 -0.226356  0.311

Cartesian forces, eV/Å:
-0.82 0.21 -0.72
-0.50 -0.08 -1.67
2.46 -1.47 3.21
-0.53 0.89 -0.45
-0.20 0.01 -0.45
0.03 0.60 -0.05
-0.16 1.18 -0.08
-0.31 -0.36 -0.77
-0.01 -0.03 0.41
0.03 -0.94 0.57

## Properties
LUMO level (eV): 0.39
Structure (SMILES): ON=C(Cl)Cl.C=O
Gap between HOMO and LUMO (hartree): 0.3952
ΔE to the lowest compared entry with this formula, charge and spin (eV): 3.736
HOMO energy (eV): -10.36